(1)
The following is a quantum chemistry calculation of C42H126AsCdF6NO24 as an isolated structure, from the OMol25 dataset.

The HOMO-LUMO gap comes out at 8.61 eV. The LUMO energy is -0.6 eV. The calculation puts the HOMO energy at -0.3385 hartree. The multiplicity is 1.

```
201
C42H126AsCdF6NO24, DFT the ωB97M-V functional and the def2-TZVPD basis
C -6.629 0.988 0.178
H 4.159 -0.876 -3.133
C -2.822 2.730 -1.900
H -6.811 0.536 1.167
H 3.525 0.290 1.955
H -1.858 -3.301 -8.257
H -1.977 -0.453 -2.106
C -5.483 -2.692 2.944
F 1.603 0.958 -0.357
H -4.387 -3.017 -0.480
C -3.606 0.137 -5.676
H -3.880 -0.920 -5.557
C 3.639 -2.687 2.479
H -4.927 -2.371 2.035
H 7.020 4.285 -5.103
O 0.010 4.196 0.650
C -1.699 3.361 -2.663
C -0.525 -4.095 1.590
C 1.950 5.001 1.976
H -2.928 6.767 0.706
H 6.919 -0.897 -1.369
H 3.443 -3.375 4.315
H -2.597 -3.660 5.614
C -5.849 0.005 -0.689
H -4.833 -4.653 2.954
C -0.825 -3.134 -6.405
H 5.769 3.606 5.098
H 4.232 0.138 -0.444
H 5.667 2.878 6.749
C 0.722 1.305 -5.806
H -3.059 8.147 1.798
H 2.428 6.249 -3.005
H -4.209 4.449 2.824
H 3.136 -0.519 7.109
O -1.955 -3.685 1.352
H -0.193 5.126 0.561
C -3.698 0.835 3.214
H 1.844 5.360 -1.531
C 1.441 4.024 0.939
H -1.870 -4.819 -7.316
H 2.642 -3.695 0.915
O -0.614 3.337 3.181
O 4.774 2.403 -3.419
H -2.863 -3.437 -6.842
H -1.908 -4.060 -3.218
O 2.627 3.827 -4.384
C 3.644 -3.316 1.086
H 1.409 -1.163 -3.913
H -2.274 -1.829 -4.190
C -3.164 6.209 2.792
C -2.566 -0.100 3.245
H -5.678 -1.848 3.620
C 2.846 -3.343 -2.916
H -4.960 -7.030 -0.317
H -2.134 6.148 3.124
H 4.630 -2.266 2.716
O -1.593 2.268 4.817
H 6.095 1.836 -4.937
C 1.887 4.162 -3.272
H -2.365 -3.403 -1.585
H -5.099 -3.748 -1.888
H -4.628 0.585 -3.907
H 2.762 -0.343 4.620
H -4.446 2.022 -4.923
H -5.655 0.787 -5.342
H -0.726 -2.178 6.112
H 1.185 -3.628 -4.137
O 5.198 1.440 2.476
O -2.176 -3.654 6.467
H 0.923 2.378 -5.738
H 0.028 -3.886 0.692
H 3.382 3.265 -4.054
O -3.686 1.796 2.117
H 6.866 2.461 -3.468
H -6.121 1.938 0.348
C 4.228 1.006 1.551
H 3.947 -2.866 6.862
H 4.339 -4.161 1.108
H 1.122 5.129 2.685
H -3.893 1.316 1.310
H 1.971 4.108 -0.026
H -2.732 -0.781 2.425
H -0.841 -2.911 -2.461
H -3.700 -2.324 -3.232
H -2.919 -3.559 2.938
C 7.242 -1.007 -2.415
H -0.301 -1.371 -5.827
O 3.487 2.695 4.221
C -1.173 -2.446 8.187
H -0.740 -3.503 -5.351
H 1.925 -1.781 7.194
O 0.583 2.205 4.599
C 1.257 0.666 -4.550
H -0.737 -1.496 8.473
C 2.690 -1.339 6.548
C 3.936 2.789 5.596
C -2.662 -2.039 -3.194
O -3.647 0.444 -7.050
H -3.792 2.738 -2.405
H -1.877 -2.813 0.961
F -0.130 -0.326 -1.565
H -2.475 -0.738 4.136
O -3.063 3.264 -0.537
H 5.783 1.761 5.343
H 5.609 -2.360 -2.814
C 2.414 5.309 -2.437
C -3.401 7.130 1.621
O -3.370 -3.543 3.851
H 5.274 4.306 -5.336
H -2.515 1.678 -1.797
H 1.674 3.310 -2.605
H 1.863 -5.132 -3.427
C 6.034 -1.395 -3.193
H -0.558 -3.949 3.691
H 3.493 -3.332 -3.803
C 5.404 2.747 5.683
C -1.908 -3.181 -2.561
C 4.932 0.431 0.347
O -1.002 -1.734 -6.408
H 5.615 -0.412 0.608
H -4.263 -5.196 0.752
C -4.654 0.951 -4.930
F -1.060 -1.121 0.497
H 3.432 5.062 -2.185
H -3.924 -0.425 -0.791
C 0.007 -3.550 2.851
H 2.106 5.963 1.458
H 3.402 1.987 6.137
H -5.215 -4.038 4.536
O 2.787 -1.913 -2.758
H 2.359 0.677 -4.424
H 1.058 -3.799 3.009
H -2.314 -1.578 6.492
As 0.337 -0.094 0.120
C -1.910 -3.729 -7.247
O 3.272 -3.716 3.437
H 4.736 1.450 -3.188
H -5.987 -3.683 -0.349
H -6.417 -3.095 2.589
H 0.900 4.472 -3.660
H -1.996 -2.618 8.883
H 3.941 -2.542 0.366
H 2.530 2.536 4.275
H 3.421 -3.811 -2.133
O -5.243 -6.227 -0.769
H -0.361 1.105 -5.863
C 1.598 -4.096 -3.256
H 7.547 -0.033 -2.789
C -1.611 -2.419 6.747
H 0.920 -4.083 -2.390
H 6.365 -1.544 -4.243
H 2.476 -1.761 -1.862
C 6.078 4.029 -4.636
H -1.619 0.382 3.032
H 3.655 1.882 1.252
H -5.755 0.254 -1.770
H -7.609 1.202 -0.233
C 6.002 2.578 -4.154
H -3.748 3.933 -0.532
H 4.662 1.825 3.164
O -4.533 -0.080 -0.088
F 1.363 -1.496 -0.029
H -3.363 -5.288 -0.792
H -4.672 0.356 3.156
Cd -2.080 3.094 1.499
H -3.721 6.440 3.702
H 1.148 0.930 -6.715
F 0.669 0.089 1.764
C -4.743 -3.767 3.598
H 5.558 1.232 -0.049
H -0.392 -3.190 8.392
C -5.012 -3.854 -0.799
H 2.905 -1.858 2.512
H 1.295 -0.099 5.573
H 2.870 4.616 2.393
H 5.936 4.623 -3.725
H -4.485 7.224 1.476
H 8.023 -1.751 -2.462
C -4.358 -5.193 -0.331
H -0.881 3.503 -1.944
H -0.647 -5.185 1.597
N -0.539 2.545 4.256
H -2.883 -0.036 -7.396
O 3.770 -2.293 6.112
O -2.797 -0.804 -2.473
H -2.006 4.307 -3.095
H -1.393 2.691 -3.446
O -3.500 4.831 2.302
H -2.577 0.292 -5.300
H 1.487 2.968 1.224
F -0.777 1.369 0.196
H 0.789 1.184 -3.687
O 5.022 -0.406 -3.174
H -0.120 -2.475 2.871
C 2.057 -0.840 5.282
H 1.531 -1.606 4.707
H -6.281 -1.002 -0.542
H 3.549 3.725 6.027
H 0.155 -3.450 -6.849
O 0.840 -0.701 -4.518
H -3.625 1.451 4.105
```

---

(2)
The following is a quantum chemistry calculation of C32H50N3OsSe2Si as an isolated structure, from the OMol25 dataset.

The HOMO-LUMO gap (alpha / beta) comes out at 6.66 / 6.42 eV. The LUMO energy (alpha / beta) is 2.4 / 1.8 eV. Its charge is -1. Its energy above the lowest of the compared OMol25 structures with the same formula, charge and spin is 23.9 kcal per mole. The calculation puts the HOMO energy (alpha / beta) at -0.1549 / -0.1685 hartree. The expectation value of S² is 6.023. The multiplicity is 5.

```
89
C32H50N3OsSe2Si, DFT the ωB97M-V functional and the def2-TZVPD basis
C -1.403 -0.083 5.193
H 2.686 1.190 -0.202
C 4.583 -1.342 1.417
H 2.861 -1.515 5.017
C 1.860 -1.528 1.769
Se -2.448 -2.181 1.708
H -0.419 -4.172 -1.155
H -3.812 -2.833 4.226
H 1.958 0.447 -2.574
C 2.661 -0.384 -2.480
H 3.095 -0.582 -3.462
C -6.424 -0.640 -1.220
C -3.014 -1.564 5.770
H 3.634 -2.949 -1.707
H -3.641 -1.972 6.557
H -1.970 3.793 -3.714
H -4.200 -1.227 -4.223
C 3.741 -1.428 0.315
H 1.469 -0.590 4.436
C -4.818 -1.066 -3.349
C 2.680 -2.928 -2.229
H -0.859 -4.393 0.542
C -4.300 -1.327 -2.078
H 1.553 4.227 -2.196
C 0.681 -1.709 -2.936
C -2.266 -1.537 3.493
H -2.324 0.959 -2.655
C 2.337 -1.498 0.436
H 6.340 -0.322 0.708
C -2.682 1.810 -2.072
C 6.072 -1.266 1.186
C 1.883 -1.628 -2.003
H 0.792 -1.657 1.944
H 1.434 -2.347 4.379
C -1.571 2.832 -1.810
H -3.101 1.421 -1.141
H -2.457 3.611 0.033
H 2.089 -3.774 -1.876
H -1.592 0.446 0.477
H 0.489 3.817 1.366
H -0.622 2.645 -3.765
N -2.191 -0.583 6.143
C -1.386 -0.528 3.882
C 1.046 4.156 0.489
H 1.943 4.677 0.844
C 1.443 2.977 -0.411
H -6.552 -0.431 -4.445
H -0.748 0.725 5.505
H 0.835 -4.115 0.106
C -1.111 3.408 -3.154
H -4.780 -1.273 0.019
H 0.150 -2.652 -2.811
C -0.197 -3.849 -0.133
H 3.461 -0.069 -1.817
H 3.328 2.632 0.601
H 0.042 0.629 1.209
H -3.499 2.283 -2.628
Os -0.550 -1.802 0.017
H 6.402 -2.074 0.531
H 1.010 -1.636 -3.974
Si -0.114 1.925 -0.907
H -7.102 -0.461 -0.389
C 2.173 3.518 -1.646
H -1.179 1.891 1.381
C -0.771 1.146 0.690
H -3.060 4.364 -1.446
C -5.134 -1.089 -0.988
H 4.226 -1.451 -0.646
Se -2.549 -2.034 -1.936
H 6.618 -1.341 2.126
C 2.682 -1.443 2.875
H 1.981 1.744 1.316
H 4.715 -1.255 3.561
H 2.451 2.711 -2.326
N 1.416 -1.517 -0.601
H 0.437 4.881 -0.050
C 4.059 -1.332 2.700
H -0.709 -0.082 3.169
C -6.122 -0.623 -3.466
C 2.410 2.079 0.368
H 2.863 -3.057 -3.297
H 3.091 4.038 -1.347
H -0.011 -0.889 -2.738
C -2.163 3.965 -0.958
C 2.081 -1.477 4.257
H -0.411 4.234 -3.015
H -1.464 4.792 -0.837
N -6.933 -0.409 -2.429
C -3.102 -2.058 4.482
```

---

(3)
The following is a quantum chemistry calculation of a 2-piece molecular cluster, C4H8O3 overall, from the OMol25 dataset.

The HOMO-LUMO gap comes out at 10.63 eV. The LUMO energy is 0.3 eV. The structure (SMILES) is O=CCC(=O)CO.[H][H]. Its energy above the lowest of the compared OMol25 structures with the same formula, charge and spin is 59.3 kcal per mole. The calculation puts the HOMO energy at -0.3807 hartree. The multiplicity is 1.

```
15
C4H8O3, DFT the ωB97M-V functional and the def2-TZVPD basis
C -0.113 1.396 0.842
O -0.431 -2.385 -0.005
H 1.365 -0.498 -0.290
H -1.513 2.559 0.313
C -0.323 0.860 -0.563
H -1.257 -1.517 -1.682
H 1.147 -2.258 1.316
C 0.494 -0.369 -0.953
O -1.157 1.349 -1.301
H 1.791 -2.035 1.571
C -0.501 -1.546 -0.863
H 0.803 -0.235 -1.997
H -0.248 0.553 1.541
H 0.945 1.695 0.944
O -1.000 2.431 1.128
```

---

- Which value of multiplicity does entry 1 give?
  1